2 unconnected molecules or ions with the total composition C5H8O, computed with wB97M-V/def2-TZVPD.

Output
Frontier orbital gap (alpha / beta): 7.927 / 7.685 eV
Relative energy (zero: lowest compared OMol25 entry of this formula, charge and spin): 519.9 kJ/mol

Last column: natural (NBO) charge in e.
Positions of all 14 atoms, in Å:
C (-0.803, 1.654, 0.199)  -0.68
C (-0.681, 0.199, -0.161)  -0.17
C (1.349, -0.368, -0.611)  -0.47
C (1.064, -1.636, -0.054)  -0.35
C (-0.890, -0.911, 0.880)  0.45
O (-1.911, -0.643, 1.454)  -0.52
H (-1.821, 2.061, 0.231)  0.23
H (-0.306, 1.866, 1.151)  0.21
H (-0.270, 2.163, -0.606)  0.23
H (-1.327, -0.089, -1.009)  0.21
H (1.604, -0.317, -1.683)  0.22
H (1.951, 0.329, -0.018)  0.21
H (0.728, -2.416, -0.728)  0.21
H (1.315, -1.891, 0.955)  0.22